The following is a quantum chemistry calculation of one molecule with the formula C7H9N3 at a distorted geometry, from the Open Molecules 2025 dataset.

HOMO level: -0.274 hartree
charge: 0
DFT total energy: -11870.71201 eV
gap between HOMO and LUMO: 7.91 eV

Positions of all 19 atoms, in Å:
N1 -1.66406 1.79669 0.26558
N2 -0.89436 0.63523 0.14104
C1 -1.55509 -0.49334 -0.44326
C2 -1.00163 -1.77278 0.16645
C3 0.51609 -1.95826 0.10322
C4 1.32422 -0.88873 0.12571
N3 2.59154 -0.48865 0.12193
C5 2.65507 0.84915 0.14134
C6 1.44786 1.56776 0.26004
C7 0.36144 0.71928 0.20327
H1 -0.89594 2.57626 0.42077
H2 -2.06266 1.95104 -0.64887
H3 -1.49755 -0.59174 -1.65674
H4 -2.68082 -0.32869 -0.12500
H5 -1.34143 -2.58980 -0.62607
H6 -1.33598 -1.93965 1.18831
H7 0.98179 -2.92223 0.29325
H8 3.63506 1.31056 -0.02866
H9 1.41645 2.56790 0.09770

Atoms 1-3, force components in eV/Å:
N 1.5 2.7 0.7
N -2.0 0.5 -0.4
C -2.0 -0.7 -0.7